1.
{
  "formula": "C32H45BN8PtS3",
  "method": "ωB97M-V/def2-TZVPD",
  "elements": ["Pt", "C", "C", "C", "C", "N", "N", "B", "N", "N", "C", "C", "C", "C", "C", "C", "C", "C", "N", "N", "C", "C", "C", "C", "C", "C", "C", "C", "C", "C", "C", "C", "H", "H", "H", "H", "H", "H", "H", "H", "H", "H", "H", "H", "H", "H", "H", "H", "H", "H", "H", "H", "H", "H", "H", "H", "H", "H", "H", "H", "H", "H", "H", "H", "H", "H", "H", "H", "H", "H", "H", "H", "S", "C", "S", "C", "N", "N", "C", "C", "C", "C", "C", "C", "S", "H", "H", "H", "H", "H"],
  "positions_angstrom": [[-0.58, 0.35, 0.49], [1.73, 1.92, 5.03], [0.95, 0.91, 4.26], [0.21, -0.16, 4.71], [-0.28, -0.80, 3.55], [0.16, -0.14, 2.49], [0.90, 0.92, 2.91], [1.65, 1.77, 1.84], [0.76, 2.79, 1.06], [-0.06, 2.38, 0.04], [-0.55, 3.45, -0.57], [-0.02, 4.59, 0.06], [0.80, 4.13, 1.07], [1.64, 4.91, 2.03], [-1.45, 3.46, -1.78], [-0.72, 4.21, -2.90], [-1.79, 2.06, -2.29], [-2.75, 4.20, -1.42], [2.21, 0.78, 0.78], [1.38, 0.03, 0.02], [2.12, -0.73, -0.79], [3.47, -0.45, -0.54], [3.49, 0.50, 0.46], [4.65, 1.16, 1.12], [1.52, -1.69, -1.80], [0.66, -2.73, -1.08], [2.65, -2.39, -2.55], [0.65, -0.91, -2.78], [-1.17, -2.02, 3.44], [-2.54, -1.69, 4.05], [-1.33, -2.45, 1.98], [-0.53, -3.17, 4.22], [1.58, 1.75, 6.10], [2.79, 1.86, 4.82], [1.40, 2.94, 4.80], [0.05, -0.44, 5.74], [2.52, 2.37, 2.39], [-0.21, 5.63, -0.18], [1.47, 5.98, 1.87], [1.39, 4.67, 3.06], [2.70, 4.71, 1.88], [0.21, 3.70, -3.17], [-1.35, 4.27, -3.79], [-0.47, 5.23, -2.59], [-0.88, 1.50, -2.51], [-2.39, 1.51, -1.57], [-2.37, 2.15, -3.21], [-2.54, 5.21, -1.05], [-3.39, 4.29, -2.30], [-3.30, 3.66, -0.65], [4.33, -0.89, -1.02], [5.57, 0.77, 0.69], [4.63, 2.24, 0.97], [4.66, 0.97, 2.19], [1.25, -3.28, -0.33], [-0.18, -2.25, -0.57], [0.26, -3.44, -1.80], [3.29, -2.96, -1.87], [2.22, -3.09, -3.28], [3.27, -1.68, -3.09], [-0.20, -0.47, -2.27], [1.21, -0.11, -3.27], [0.26, -1.59, -3.55], [-2.98, -0.82, 3.56], [-3.22, -2.54, 3.95], [-2.44, -1.46, 5.12], [-1.51, -1.57, 1.33], [-0.43, -2.93, 1.62], [-2.17, -3.13, 1.86], [-0.38, -2.90, 5.27], [-1.17, -4.06, 4.18], [0.45, -3.43, 3.80], [-6.49, -2.16, -1.28], [-5.52, -0.97, -0.67], [-4.18, -1.25, 0.39], [-3.80, 0.45, 0.41], [-4.60, 1.16, -0.30], [-5.57, 0.37, -0.89], [-6.48, 1.06, -1.76], [-5.96, 2.00, -2.64], [-6.82, 2.68, -3.48], [-8.18, 2.43, -3.44], [-8.69, 1.50, -2.54], [-7.84, 0.81, -1.69], [-2.52, 1.15, 1.38], [-4.89, 2.18, -2.65], [-6.42, 3.41, -4.18], [-8.85, 2.97, -4.10], [-9.75, 1.31, -2.50], [-8.22, 0.09, -0.99]],
  "mulliken_charge": [2.193, -1.367, 0.607, -1.389, -0.460, -0.053, 0.901, -1.059, 0.791, -0.247, -0.540, -1.022, 0.296, -1.418, 3.083, -1.922, -1.765, -1.755, 0.680, -0.114, -0.792, -0.933, 0.477, -1.533, 2.617, -1.368, -2.376, -1.296, 2.459, -1.604, -0.582, -1.899, 0.379, 0.253, 0.181, 0.495, -0.173, 0.547, 0.399, 0.178, 0.247, 0.370, 0.489, 0.334, 0.193, -0.184, 0.649, 0.336, 0.446, 0.349, 0.616, 0.383, 0.271, 0.276, 0.412, 0.013, 0.432, 0.437, 0.422, 0.435, -0.048, 0.375, 0.432, 0.274, 0.451, 0.352, -0.979, 0.227, 0.636, 0.361, 0.443, 0.394, -0.332, 0.163, -0.058, 0.288, -0.581, 0.497, 0.093, 0.142, -0.673, -0.473, -0.639, -0.481, -0.571, 0.352, 0.381, 0.379, 0.362, 0.446],
  "lumo_ha": [-0.012, -0.012],
  "total_energy_ha": -3023.269728,
  "orbital_gap_ev": [7.347, 7.346]
}

=====

2.
{
  "formula": "C18H20IrN7O7S",
  "method": "ωB97M-V/def2-TZVPD",
  "elements": ["Ir", "C", "C", "N", "N", "C", "S", "N", "N", "H", "H", "H", "H", "H", "H", "O", "C", "C", "O", "C", "C", "O", "C", "O", "O", "C", "N", "C", "C", "C", "O", "N", "C", "O", "H", "H", "H", "H", "H", "C", "C", "C", "C", "C", "N", "H", "H", "H", "H", "H", "H", "H", "H", "H"],
  "positions_angstrom": [[-0.42, 0.26, -0.36], [2.07, -3.38, 3.89], [0.89, -3.31, 2.99], [-0.27, -3.84, 3.20], [-1.01, -3.46, 2.11], [-0.33, -2.71, 1.24], [-0.97, -2.05, -0.19], [0.91, -2.64, 1.78], [1.98, -1.99, 1.19], [1.78, -3.90, 4.80], [2.40, -2.37, 4.13], [2.90, -3.91, 3.42], [-1.98, -3.69, 2.05], [2.11, -1.10, 1.66], [2.79, -2.58, 1.24], [-1.35, 4.14, -4.94], [-1.18, 3.38, -4.04], [-0.63, 3.72, -2.65], [-0.31, 4.82, -2.26], [-0.61, 2.45, -1.93], [-1.01, 1.40, -2.74], [-1.01, 0.17, -2.29], [-1.36, 1.85, -4.08], [-1.73, 1.21, -5.03], [-0.23, 2.25, -0.69], [0.31, 0.64, 5.32], [-0.41, 0.69, 4.05], [-1.74, 0.95, 4.05], [-2.48, 0.98, 2.92], [-1.77, 0.73, 1.71], [-2.25, 0.65, 0.55], [-0.43, 0.51, 1.73], [0.30, 0.41, 2.87], [1.48, 0.12, 2.93], [-0.02, 1.46, 5.95], [1.37, 0.73, 5.12], [0.13, -0.31, 5.83], [-2.17, 1.13, 5.02], [-3.54, 1.19, 2.91], [4.65, -0.54, -1.95], [3.63, 0.50, -2.41], [3.31, 0.32, -3.91], [4.12, 1.92, -2.13], [2.38, 0.29, -1.67], [1.40, 0.12, -1.11], [5.58, -0.39, -2.50], [4.30, -1.55, -2.13], [4.87, -0.42, -0.88], [4.23, 0.48, -4.48], [2.57, 1.05, -4.24], [2.93, -0.68, -4.11], [5.03, 2.10, -2.70], [4.34, 2.06, -1.07], [3.37, 2.66, -2.42]],
  "mulliken_charge": [1.956, -1.252, 1.040, -0.852, 0.273, 0.235, -0.506, 0.461, -0.791, 0.358, 0.261, 0.349, 0.192, 0.294, 0.263, -0.563, 0.507, -0.002, -0.631, 0.894, 0.846, -0.992, -0.025, -0.630, -1.036, -1.133, 0.121, 0.005, -1.091, 0.997, -0.663, -0.266, 0.394, -0.869, 0.423, 0.323, 0.318, 0.403, 0.486, -1.647, 2.139, -1.622, -1.616, 0.052, -0.934, 0.425, 0.365, 0.358, 0.424, 0.388, 0.380, 0.421, 0.376, 0.393],
  "lumo_ha": -0.002,
  "total_energy_ha": -2110.452858,
  "orbital_gap_ev": 7.170
}

=====

Please write out number 2 again, unchanged.
{
  "formula": "C18H20IrN7O7S",
  "method": "ωB97M-V/def2-TZVPD",
  "elements": ["Ir", "C", "C", "N", "N", "C", "S", "N", "N", "H", "H", "H", "H", "H", "H", "O", "C", "C", "O", "C", "C", "O", "C", "O", "O", "C", "N", "C", "C", "C", "O", "N", "C", "O", "H", "H", "H", "H", "H", "C", "C", "C", "C", "C", "N", "H", "H", "H", "H", "H", "H", "H", "H", "H"],
  "positions_angstrom": [[-0.42, 0.26, -0.36], [2.07, -3.38, 3.89], [0.89, -3.31, 2.99], [-0.27, -3.84, 3.20], [-1.01, -3.46, 2.11], [-0.33, -2.71, 1.24], [-0.97, -2.05, -0.19], [0.91, -2.64, 1.78], [1.98, -1.99, 1.19], [1.78, -3.90, 4.80], [2.40, -2.37, 4.13], [2.90, -3.91, 3.42], [-1.98, -3.69, 2.05], [2.11, -1.10, 1.66], [2.79, -2.58, 1.24], [-1.35, 4.14, -4.94], [-1.18, 3.38, -4.04], [-0.63, 3.72, -2.65], [-0.31, 4.82, -2.26], [-0.61, 2.45, -1.93], [-1.01, 1.40, -2.74], [-1.01, 0.17, -2.29], [-1.36, 1.85, -4.08], [-1.73, 1.21, -5.03], [-0.23, 2.25, -0.69], [0.31, 0.64, 5.32], [-0.41, 0.69, 4.05], [-1.74, 0.95, 4.05], [-2.48, 0.98, 2.92], [-1.77, 0.73, 1.71], [-2.25, 0.65, 0.55], [-0.43, 0.51, 1.73], [0.30, 0.41, 2.87], [1.48, 0.12, 2.93], [-0.02, 1.46, 5.95], [1.37, 0.73, 5.12], [0.13, -0.31, 5.83], [-2.17, 1.13, 5.02], [-3.54, 1.19, 2.91], [4.65, -0.54, -1.95], [3.63, 0.50, -2.41], [3.31, 0.32, -3.91], [4.12, 1.92, -2.13], [2.38, 0.29, -1.67], [1.40, 0.12, -1.11], [5.58, -0.39, -2.50], [4.30, -1.55, -2.13], [4.87, -0.42, -0.88], [4.23, 0.48, -4.48], [2.57, 1.05, -4.24], [2.93, -0.68, -4.11], [5.03, 2.10, -2.70], [4.34, 2.06, -1.07], [3.37, 2.66, -2.42]],
  "mulliken_charge": [1.956, -1.252, 1.040, -0.852, 0.273, 0.235, -0.506, 0.461, -0.791, 0.358, 0.261, 0.349, 0.192, 0.294, 0.263, -0.563, 0.507, -0.002, -0.631, 0.894, 0.846, -0.992, -0.025, -0.630, -1.036, -1.133, 0.121, 0.005, -1.091, 0.997, -0.663, -0.266, 0.394, -0.869, 0.423, 0.323, 0.318, 0.403, 0.486, -1.647, 2.139, -1.622, -1.616, 0.052, -0.934, 0.425, 0.365, 0.358, 0.424, 0.388, 0.380, 0.421, 0.376, 0.393],
  "lumo_ha": -0.002,
  "total_energy_ha": -2110.452858,
  "orbital_gap_ev": 7.170
}

=====

Number 1 is which compound? C32H45BN8PtS3